1.
Below is a structure of composition C48H45FN6O7Sr, with properties calculated with wB97M-V/def2-TZVPD.

Geometry as XYZ:
```
108
Properties=species:S:1:pos:R:3:mulliken_charge:R:1
Sr -0.612 -0.317 1.629 1.852
F -3.678 4.758 -2.353 -0.383
O 1.192 -2.064 -2.214 -0.917
O 0.776 -1.089 3.632 -1.226
O -2.351 -0.310 3.272 -0.497
O -4.004 -1.094 4.576 -0.744
O 1.906 0.321 1.307 -0.330
O 0.163 -1.608 -0.289 -0.425
O -1.390 0.860 -0.390 -0.742
N -0.324 1.656 3.672 0.918
N -0.220 3.648 0.538 -0.352
N -3.047 -2.096 1.347 0.117
N 3.086 -1.805 0.208 0.386
N 2.419 -3.038 3.028 0.075
N -0.952 0.461 -4.444 0.568
C -3.087 -3.806 -1.877 -0.593
C -3.014 3.696 -2.849 -0.066
C -1.032 3.955 2.989 -0.979
C 2.606 1.250 5.644 -0.530
C -5.151 -2.458 2.452 -0.864
C 3.862 0.610 5.825 0.299
C -2.892 3.587 -4.230 -0.710
C -4.810 -3.400 0.280 1.245
C 0.660 2.817 0.901 -0.463
C 3.276 1.098 -1.995 -0.580
C -1.661 1.549 -3.929 -0.769
C -0.803 0.249 -5.906 0.511
C 4.920 1.252 6.680 -1.650
C -0.333 -0.366 -3.586 -0.766
C 2.740 -4.272 2.322 -1.004
C 1.596 0.759 4.866 0.916
C 0.395 -1.413 -1.519 0.407
C 1.924 2.887 -1.232 0.145
C -2.212 2.525 -4.781 0.744
C 0.387 1.588 4.712 -1.291
C -2.047 2.390 -6.269 -1.134
C 2.767 2.341 -2.226 0.446
C 2.187 0.954 0.234 -0.587
C -1.255 4.059 1.475 -0.611
C -3.362 -1.029 3.532 -0.265
C 4.046 -0.575 5.186 -0.942
C 3.282 -2.382 3.762 -0.166
C -2.481 2.769 -2.004 -0.419
C 3.028 3.103 -3.499 -1.765
C 1.734 -0.533 4.239 0.782
C -1.950 0.923 -6.642 -1.034
C -1.400 2.643 3.701 -1.091
C -0.752 -1.231 -6.262 -1.754
C 2.999 0.381 -0.803 0.298
C 3.077 -3.245 -0.010 -0.434
C -2.655 -3.079 -0.803 -0.327
C -3.509 -2.848 0.299 -0.559
C -0.396 -0.318 -2.224 -0.167
C 3.669 -4.064 1.130 -0.870
C 3.019 -1.169 4.400 0.381
C -1.794 1.675 -2.542 0.998
C -5.633 -3.183 1.411 -0.699
C -1.198 0.705 -1.605 0.679
C -3.846 -1.910 2.371 0.648
C 3.345 -0.981 -0.770 -0.654
C -5.232 -4.145 -0.845 -0.815
C 1.633 2.251 -0.054 0.595
C -4.393 -4.342 -1.904 -0.588
H -1.663 4.728 3.435 0.513
H 2.045 -3.538 -0.216 0.081
H 2.544 -1.367 0.964 -0.016
H 0.275 -1.151 -4.009 0.680
H -1.612 -1.753 -5.838 0.371
H -5.716 -2.262 3.351 0.534
H -6.234 -4.559 -0.848 0.382
H 0.000 4.227 3.237 0.354
H 4.271 -2.824 3.860 0.438
H 0.160 2.229 5.576 0.343
H -2.560 2.863 -0.931 0.420
H -2.287 2.189 3.257 0.275
H -0.790 -1.328 -7.347 0.448
H -3.332 4.348 -4.862 0.520
H -2.881 2.873 -6.780 0.461
H 5.196 2.235 6.295 0.345
H 3.193 -4.974 3.025 0.387
H -2.883 0.408 -6.394 0.326
H 3.432 4.096 -3.293 0.383
H 3.812 -1.414 -1.649 0.356
H 4.568 1.389 7.704 0.354
H 3.908 -5.055 0.737 0.464
H -4.723 -4.916 -2.761 0.379
H 3.888 0.613 -2.750 0.360
H -1.136 2.907 -6.589 0.322
H 1.488 -2.601 3.006 0.236
H 3.742 2.577 -4.133 0.391
H 2.446 2.204 6.140 0.491
H 0.157 -1.725 -5.924 0.527
H -1.498 5.095 1.229 0.356
H 0.134 0.727 -6.216 0.130
H 4.992 -1.100 5.274 0.349
H 0.706 2.422 1.917 0.674
H 1.455 3.852 -1.400 0.563
H -2.419 -3.978 -2.712 0.522
H 2.107 3.241 -4.070 0.296
H -2.150 3.481 1.214 0.247
H -1.650 2.881 4.741 0.524
H 5.820 0.640 6.715 0.362
H 3.638 -3.429 -0.926 0.507
H -1.783 0.805 -7.713 0.393
H -6.634 -3.601 1.428 0.405
H -1.655 -2.673 -0.754 0.556
H 1.799 -4.707 1.988 0.399
H 4.613 -3.621 1.460 0.347
```

Summary:
ΔE to the lowest compared entry with this formula, charge and spin = 0.0000 eV
2S+1 = 1
HOMO-LUMO gap = 0.265 hartree



2.
Below is a structure of composition C48H47BClO3PRhSSi, with properties calculated with wB97M-V/def2-TZVPD.

Geometry as XYZ:
```
104
Properties=species:S:1:pos:R:3:mulliken_charge:R:1
Rh -0.285 -0.053 0.264 -1.501
Cl 2.048 -0.241 -0.002 0.061
S -3.148 1.161 0.569 0.314
P 0.105 2.245 -0.352 2.275
Si -0.453 -2.445 0.201 0.594
O -0.009 -0.753 3.121 -0.312
O -2.351 -0.146 0.420 0.334
O 0.509 1.429 2.704 0.512
C 2.853 -3.796 -2.837 -0.486
C 0.079 2.040 -2.157 0.661
C -1.723 5.897 -0.723 -0.807
C -4.720 0.791 -0.178 0.508
C -3.668 1.212 2.272 0.796
C -0.049 1.525 -4.890 -0.653
C -3.840 2.454 2.863 -0.298
C 1.867 2.501 0.054 -0.672
C -6.806 1.640 -0.970 -0.770
C -2.948 -3.769 0.504 -0.111
C 4.556 2.755 0.799 -0.692
C 1.929 -2.827 -3.205 -0.970
C -5.092 -0.511 -0.460 0.491
C -4.347 2.514 4.155 -0.684
C -4.438 0.103 4.238 -0.770
C 2.793 -4.361 -1.572 -0.699
C -2.555 -2.922 -1.702 -0.046
C 2.435 3.754 0.258 -0.609
C -1.869 6.278 0.602 -0.683
C -5.551 1.874 -0.434 -0.726
C -0.834 4.226 1.312 0.018
C -4.545 -4.192 -1.243 -0.624
C -1.422 5.443 1.619 -0.665
C -0.075 -0.808 5.529 -1.882
C -1.083 1.113 -4.062 -0.722
C 4.016 1.490 0.601 -0.603
C -4.646 1.344 4.835 -0.671
C -4.148 -4.328 0.079 -0.733
C -1.016 1.364 -2.699 -0.352
C 0.630 1.271 4.146 1.301
C 2.077 -0.857 4.264 -1.850
C 0.667 -0.283 4.317 1.797
C 1.805 -3.964 -0.679 -0.413
C 2.689 1.392 0.241 0.205
C 1.048 2.190 -4.357 -0.695
C -2.127 -3.065 -0.379 0.412
C -3.749 -3.481 -2.133 -0.756
C -1.120 4.686 -1.040 -0.881
C -0.605 1.908 4.754 -1.602
C 0.861 -2.997 -1.031 0.371
C 1.883 1.997 4.596 -2.033
C -3.953 0.029 2.943 -0.221
C -7.204 0.339 -1.250 -0.667
C -0.674 3.846 -0.022 0.276
C 1.114 2.448 -2.995 -0.510
C 0.948 -2.431 -2.308 0.426
C 3.768 3.882 0.628 -0.825
C -6.352 -0.728 -1.003 -0.772
B 0.067 0.236 2.181 1.430
H -4.669 -0.805 4.779 0.473
H -0.638 2.963 4.476 0.512
H 2.749 1.692 4.010 0.323
H -6.661 -1.737 -1.232 0.542
H -3.596 3.356 2.317 0.429
H -2.071 6.546 -1.516 0.446
H -1.822 1.026 -2.053 0.296
H -2.635 -3.905 1.534 0.356
H 0.254 -1.651 -2.611 0.059
H -2.329 7.227 0.844 0.406
H 4.614 0.598 0.733 0.564
H 2.084 1.798 5.650 0.360
H -1.938 0.593 -4.473 0.485
H -5.466 -4.649 -1.583 0.465
H 3.512 -5.116 -1.280 0.423
H 5.592 2.852 1.092 0.417
H -1.508 1.426 4.384 -0.046
H 1.747 3.072 4.475 0.465
H -1.002 4.397 -2.076 0.482
H -7.468 2.470 -1.176 0.434
H 1.767 -4.417 0.305 0.388
H 1.974 2.962 -2.585 0.436
H -8.184 0.157 -1.672 0.412
H -1.532 5.742 2.655 0.491
H 0.369 -0.425 6.450 0.347
H -0.592 1.844 5.842 0.406
H -5.222 2.884 -0.217 0.464
H -0.167 -3.115 1.494 -0.362
H -4.500 3.475 4.630 0.461
H -1.127 -0.529 5.503 0.293
H 2.610 -0.504 3.378 0.152
H -3.791 -0.925 2.456 0.371
H -0.490 3.561 2.097 0.092
H -0.009 -1.896 5.547 0.474
H 1.856 2.508 -5.002 0.460
H -4.761 -4.885 0.776 0.444
H 1.824 4.639 0.132 0.544
H -4.055 -3.375 -3.167 0.445
H -0.095 1.326 -5.953 0.412
H 2.010 -1.943 4.209 0.482
H 2.654 -0.589 5.150 0.373
H 3.620 -4.107 -3.534 0.399
H -5.039 1.393 5.842 0.407
H 4.188 4.866 0.786 0.465
H -4.411 -1.330 -0.272 -0.186
H -1.940 -2.388 -2.419 0.164
H 1.976 -2.377 -4.189 0.458
```

Summary:
ΔE to the lowest compared entry with this formula, charge and spin = 0.0000 eV
Charge = +1
2S+1 = 1
HOMO-LUMO gap = 0.287 hartree



| no. | energy (a.u.) | LUMO energy (eV) | HOMO energy (eV) |
| --- | --- | --- | --- |
| 1 | -2842.18702 | -0.44 | -7.7 |
| 2 | -3707.59163 | -2.23 | -10.0 |